# 1
# C3H6ClN

C3H6ClN in the gas phase (ωB97M-V/def2-TZVPD, OMol25).

Each line ends with the Mulliken charge.
Positions of all 11 atoms, in Å:
C (0.33, 0.35, 0.36)  -0.09
C (1.12, -0.10, -0.86)  -0.40
C (0.40, -1.07, 0.84)  -0.34
H (0.91, 1.10, 0.86)  0.29
H (2.18, -0.01, -0.52)  0.24
H (0.93, 0.25, -1.94)  0.28
H (1.19, -2.24, -0.82)  0.21
H (-0.43, -1.59, 1.45)  0.28
H (1.39, -1.18, 1.32)  0.25
N (0.53, -1.46, -0.62)  -0.51
Cl (-1.23, 1.10, 0.12)  -0.21

Summary:
* HOMO level: -9.47 eV
* SMILES string: ClC1CNC1
* net charge: 0
* DFT total energy: -17219.3307 eV
* frontier orbital gap: 10.39 eV

=====

# 2
# C3H6ClNO

A molecular structure, C3H6ClNO (ωB97M-V/def2-TZVPD, OMol25).

Each line ends with the Mulliken charge.
Positions of all 12 atoms, in Å:
C (-0.16, 0.35, 0.03)  1.46
C (-0.15, -1.10, 0.53)  -1.28
C (1.26, 0.76, -0.58)  -1.37
N (-1.28, 0.94, -0.44)  -0.52
O (-0.86, 1.35, 0.73)  -0.19
Cl (-3.05, -0.40, -0.17)  -0.29
H (-0.13, -1.89, -0.26)  0.29
H (-0.98, -1.36, 1.21)  0.41
H (0.83, -1.12, 1.02)  0.34
H (1.93, 0.49, 0.19)  0.38
H (1.11, 1.76, -0.87)  0.38
H (1.47, 0.22, -1.38)  0.38

Summary:
* HOMO level (alpha / beta): -10.10 / -10.10 eV
* net charge: 0
* DFT total energy: -19263.8104 eV
* frontier orbital gap (alpha / beta): 8.74 / 8.74 eV

=====

# 3
# C3H6ClNS

C3H6ClNS in the gas phase (ωB97M-V/def2-TZVPD, OMol25).

Each line ends with the Mulliken charge.
Positions of all 12 atoms, in Å:
C (-1.49, 0.05, -0.04)  0.30
C (0.85, 0.75, -0.61)  -0.79
C (-0.94, -1.32, 0.73)  -0.69
N (-0.61, 0.85, -0.68)  -0.22
S (-3.13, 0.28, -0.11)  -0.35
Cl (-0.22, -2.59, -0.25)  -0.15
H (0.88, 0.20, 0.26)  0.27
H (1.21, 0.10, -1.37)  0.32
H (1.33, 1.71, -0.52)  0.33
H (-1.88, -1.60, 0.99)  0.33
H (-0.24, -1.08, 1.47)  0.41
H (-1.05, 1.55, -1.34)  0.25

Summary:
* HOMO level: -8.58 eV
* SMILES string: CNC(=S)CCl
* net charge: 0
* DFT total energy: -28055.1082 eV
* frontier orbital gap: 9.04 eV

=====

# 4
# C3H6ClOP

2 unconnected molecules or ions with the total composition C3H6ClOP (ωB97M-V/def2-TZVPD, OMol25).

Each line ends with the Mulliken charge.
Positions of all 12 atoms, in Å:
C (-0.36, -0.32, -0.65)  -0.65
C (-0.31, -0.98, 0.78)  -0.90
C (-1.21, 0.73, -0.99)  -0.74
O (1.50, -0.09, -3.44)  -0.44
P (1.87, -0.57, -2.12)  0.48
Cl (3.08, 0.67, -1.37)  -0.13
H (0.77, -1.27, 0.96)  0.23
H (-0.71, -0.29, 1.41)  0.36
H (-0.93, -1.90, 0.78)  0.26
H (-1.00, 0.95, -1.97)  0.31
H (-0.17, -0.78, -1.38)  0.92
H (-1.74, 1.18, -0.19)  0.30

Summary:
* HOMO level: -9.60 eV
* SMILES string: O=PCl.C=CC
* net charge: 0
* DFT total energy: -27064.5824 eV
* frontier orbital gap: 9.21 eV

=====

# 5
# C3H6ClP

C3H6ClP in the gas phase (ωB97M-V/def2-TZVPD, OMol25).

Each line ends with the Mulliken charge.
Positions of all 11 atoms, in Å:
C (1.22, 1.23, 0.83)  -0.94
C (0.84, 0.68, -0.32)  -0.24
C (-0.10, -0.54, -0.27)  0.00
P (-1.89, -0.40, -0.80)  -0.05
Cl (0.62, -1.74, -1.36)  -0.19
H (2.11, 1.87, 0.91)  0.31
H (0.94, 0.74, 1.70)  0.37
H (1.04, 1.09, -1.28)  0.42
H (0.06, -1.02, 0.73)  0.26
H (-2.57, -0.21, 0.36)  0.03
H (-2.28, -1.70, -0.51)  0.04

Summary:
* HOMO level (alpha / beta): -5.93 / -9.97 eV
* spin multiplicity: 3
* net charge: 0
* DFT total energy: -25013.3621 eV
* expectation value of S²: 2.006
* frontier orbital gap (alpha / beta): 6.93 / 7.35 eV

=====

# 6
# C3H6ClPS2

C3H6ClPS2 in the gas phase (ωB97M-V/def2-TZVPD, OMol25).

Each line ends with the Mulliken charge.
Positions of all 13 atoms, in Å:
C (0.09, 0.21, 0.72)  0.28
C (1.91, -1.49, -0.64)  -0.84
C (-2.24, 1.06, -0.85)  -0.98
P (1.22, 0.11, 1.96)  0.00
S (0.21, -0.83, -0.73)  -0.09
S (-1.43, 1.20, 0.84)  0.02
Cl (0.52, 1.50, 3.20)  -0.26
H (2.33, -1.06, 0.26)  0.19
H (2.57, -1.41, -1.48)  0.32
H (1.76, -2.51, -0.33)  0.34
H (-2.83, 0.24, -0.77)  0.33
H (-1.36, 1.00, -1.38)  0.34
H (-2.75, 1.98, -0.80)  0.36

Summary:
* HOMO level: -7.91 eV
* SMILES string: CSC(=PCl)SC
* net charge: 0
* DFT total energy: -46688.9058 eV
* frontier orbital gap: 8.22 eV

=====

# 7
# C3H6F12Li4N6O27S12

A molecular structure, C3H6F12Li4N6O27S12 (ωB97M-V/def2-TZVPD, OMol25).

Each line ends with the Mulliken charge.
Positions of all 70 atoms, in Å:
Li (-0.20, 1.56, 0.62)  1.76
Li (3.43, -2.65, -1.62)  0.81
Li (-3.51, -1.47, -1.11)  1.05
Li (1.78, 1.55, -0.97)  0.94
N (-4.44, -0.13, 0.01)  -0.23
S (-3.67, 1.38, 0.23)  0.68
O (-2.30, 1.23, 0.74)  -0.07
O (-4.42, 2.58, 0.42)  -0.57
F (-3.38, 1.59, -1.32)  -0.28
S (-4.39, -0.49, 1.52)  0.92
O (-4.96, 0.43, 2.47)  -0.61
O (-3.33, -1.38, 1.94)  -0.55
F (-5.64, -1.53, 1.45)  -0.36
N (0.42, 0.30, -0.70)  0.17
S (0.87, -1.20, 0.06)  0.50
O (1.71, -2.13, -0.64)  -0.17
O (-0.13, -1.71, 0.92)  -0.53
F (1.88, -0.54, 1.11)  -0.39
S (-0.47, -0.39, -1.77)  0.17
O (-1.64, -1.01, -1.23)  -0.07
O (0.30, -0.93, -2.86)  -0.55
F (-1.08, 0.91, -2.45)  -0.33
N (0.98, 3.01, 0.14)  -0.29
S (0.23, 4.35, 0.01)  0.68
O (0.79, 5.31, -0.92)  -0.66
O (-0.49, 4.87, 1.13)  -0.55
F (-0.95, 3.70, -0.88)  -0.29
S (2.31, 3.72, 0.97)  0.97
O (2.11, 4.62, 2.06)  -0.60
O (3.37, 3.90, 0.04)  -0.51
F (2.73, 2.39, 1.71)  -0.18
N (-4.76, -1.49, -2.59)  -0.19
S (-4.14, -1.40, -3.97)  0.96
O (-5.08, -0.96, -4.98)  -0.65
O (-3.03, -2.30, -4.19)  -0.52
F (-3.44, 0.02, -3.66)  -0.24
S (-5.85, -2.74, -3.03)  0.91
O (-5.31, -3.85, -3.76)  -0.53
O (-7.23, -2.40, -3.24)  -0.58
F (-5.92, -3.38, -1.54)  -0.30
N (3.47, 1.83, -2.01)  -0.15
S (3.35, 1.50, -3.54)  0.84
O (2.88, 0.19, -3.83)  -0.48
O (4.37, 2.10, -4.37)  -0.58
F (2.05, 2.41, -3.86)  -0.28
S (4.55, 0.64, -1.62)  0.79
O (5.87, 0.68, -2.17)  -0.57
O (3.88, -0.60, -1.32)  -0.21
F (4.77, 1.16, -0.14)  -0.28
N (4.08, -3.96, -0.20)  -0.31
S (3.26, -4.92, 0.74)  1.03
O (2.32, -4.31, 1.61)  -0.47
O (4.00, -6.08, 1.17)  -0.61
F (2.32, -5.49, -0.44)  -0.31
S (4.88, -3.20, 1.10)  1.05
O (6.10, -3.84, 1.54)  -0.58
O (4.10, -2.35, 1.96)  -0.46
F (5.48, -2.05, 0.16)  -0.26
C (-0.30, -1.26, 3.70)  -0.18
O (-0.43, -0.04, 4.42)  -0.45
C (-0.27, 1.09, 3.73)  0.32
O (0.15, 1.21, 2.61)  0.16
O (-0.51, 2.10, 4.54)  -0.46
C (-0.61, 3.40, 3.94)  -0.44
H (-1.03, -1.19, 2.89)  -0.04
H (-0.58, -2.07, 4.37)  0.25
H (0.75, -1.46, 3.49)  0.26
H (-1.02, 4.04, 4.72)  0.29
H (-1.38, 3.41, 3.16)  0.22
H (0.33, 3.72, 3.52)  0.18

Summary:
* HOMO level: -6.61 eV
* net charge: -2
* DFT total energy: -230889.0672 eV
* frontier orbital gap: 9.84 eV

=====

# 8
# C3H6F2IN

C3H6F2IN in the gas phase (ωB97M-V/def2-TZVPD, OMol25).

Each line ends with the Mulliken charge.
Positions of all 13 atoms, in Å:
C (-0.06, 0.87, -0.81)  -0.98
C (-0.11, -0.88, 0.87)  -0.85
C (-1.70, -0.98, -0.98)  0.14
N (-0.77, -0.29, -0.26)  0.09
F (-2.23, -2.07, -0.32)  -0.20
F (-0.24, -2.18, -4.35)  -0.61
I (-1.54, -1.11, -3.09)  0.46
H (0.42, 1.42, -0.01)  0.28
H (0.62, 0.40, -1.51)  0.49
H (-0.74, 1.55, -1.47)  0.26
H (-0.08, -0.14, 1.61)  0.34
H (-0.59, -1.77, 1.34)  0.32
H (1.06, -1.10, 0.52)  0.27

Summary:
* HOMO level: -8.53 eV
* net charge: 0
* DFT total energy: -18230.8156 eV
* frontier orbital gap: 8.36 eV

=====

# 9
# C3H6F2S

2 unconnected molecules or ions with the total composition C3H6F2S (ωB97M-V/def2-TZVPD, OMol25).

Each line ends with the Mulliken charge.
Positions of all 12 atoms, in Å:
C (0.43, 1.57, -0.88)  -0.97
C (-1.70, 0.11, -0.51)  -0.23
C (-0.57, 0.72, -0.12)  0.48
F (-2.39, 0.21, -1.64)  -0.23
F (-0.11, 0.35, 1.09)  -0.26
S (3.01, -2.34, 0.64)  -0.28
H (0.50, 2.61, -0.55)  0.29
H (1.48, 1.30, -0.71)  0.28
H (0.26, 1.61, -1.94)  0.30
H (-2.13, -0.54, 0.19)  0.35
H (2.10, -1.55, 0.04)  0.11
H (2.51, -3.53, 0.11)  0.16

Summary:
* HOMO level: -9.65 eV
* SMILES string: C/C(F)=C\F.S
* net charge: 0
* DFT total energy: -19477.0848 eV
* frontier orbital gap: 10.38 eV

=====

# 10
# C3H6F3N

C3H6F3N in the gas phase (ωB97M-V/def2-TZVPD, OMol25).

Each line ends with the Mulliken charge.
Positions of all 13 atoms, in Å:
C (-0.20, -1.38, 1.10)  -1.38
C (-0.12, 1.21, -1.66)  -0.67
C (0.61, -0.18, 0.71)  0.96
N (-0.14, 0.78, -0.18)  0.02
F (1.04, 0.45, 1.82)  -0.32
F (-1.50, 0.74, 0.33)  -0.28
F (1.84, -0.49, 0.16)  -0.31
H (-1.15, -1.07, 1.48)  0.39
H (-0.58, -1.96, 0.30)  0.38
H (0.38, -1.93, 1.72)  0.37
H (-0.72, 2.10, -1.73)  0.28
H (0.92, 1.51, -1.84)  0.29
H (-0.38, 0.22, -2.20)  0.27

Summary:
* HOMO level: -9.46 eV
* SMILES string: CN(F)C(C)(F)F
* net charge: 0
* DFT total energy: -12847.8739 eV
* frontier orbital gap: 10.39 eV

=====

# 11
# C3H6F3NO2S

2 unconnected molecules or ions with the total composition C3H6F3NO2S (ωB97M-V/def2-TZVPD, OMol25).

Each line ends with the Mulliken charge.
Positions of all 16 atoms, in Å:
C (0.81, 0.93, 0.55)  -1.22
C (0.93, -1.41, -0.18)  -1.09
C (0.28, -0.45, 0.44)  0.85
N (-5.11, -0.23, -0.14)  0.15
O (-3.34, 1.25, -1.45)  -0.50
O (-2.71, -1.09, -0.89)  -0.43
F (-0.89, -0.67, 1.10)  -0.31
F (-5.83, 0.94, 0.13)  -0.18
F (-4.95, -0.88, 1.03)  -0.17
S (-3.28, 0.34, -0.37)  0.73
H (1.03, 1.18, -0.52)  0.29
H (0.23, 1.60, 1.08)  0.39
H (1.82, 0.98, 1.05)  0.34
H (1.77, -1.03, -0.72)  0.33
H (-2.13, -1.56, -0.27)  0.39
H (0.48, -2.26, -0.47)  0.43

Summary:
* HOMO level (alpha / beta): -5.87 / -9.89 eV
* spin multiplicity: 3
* net charge: 0
* DFT total energy: -27770.6162 eV
* expectation value of S²: 2.005
* frontier orbital gap (alpha / beta): 6.44 / 7.23 eV

=====

# 12
# C3H6FIN2O5S2

A molecular structure, C3H6FIN2O5S2 (ωB97M-V/def2-TZVPD, OMol25).

Each line ends with the Mulliken charge.
Positions of all 20 atoms, in Å:
C (-0.87, 0.60, -1.19)  0.08
C (-1.40, 0.56, 0.34)  -0.74
C (0.28, 1.47, -1.39)  -0.05
N (-0.18, -2.99, -0.12)  -0.67
N (1.52, -0.37, 2.36)  -0.71
O (-2.38, -2.02, -0.61)  -0.57
O (1.76, -0.87, -0.09)  -0.67
O (-0.49, -0.65, -1.50)  -0.41
O (-0.83, -0.59, 0.78)  -0.20
O (1.09, 1.35, 0.63)  -0.66
F (0.14, 2.73, -1.20)  -0.17
S (-0.99, -1.74, -0.35)  1.15
S (1.86, 0.12, 0.96)  0.99
I (-3.58, 0.62, 0.41)  0.13
H (-1.66, 0.81, -1.80)  0.74
H (-0.96, 1.33, 0.98)  0.57
H (1.30, 1.16, -1.64)  0.45
H (0.80, -2.58, -0.37)  0.39
H (1.51, 0.43, 2.83)  0.27
H (3.08, 0.62, 0.97)  0.08

Summary:
* HOMO level (alpha / beta): -9.52 / -9.52 eV
* net charge: 0
* DFT total energy: -48906.9395 eV
* frontier orbital gap (alpha / beta): 6.91 / 6.91 eV

=====

# 13
# C3H6FN

C3H6FN in the gas phase (ωB97M-V/def2-TZVPD, OMol25).

Each line ends with the Mulliken charge.
Positions of all 11 atoms, in Å:
C (1.53, 0.49, 0.85)  -1.00
C (0.55, -0.45, 0.84)  0.30
C (-1.11, 0.21, -1.07)  -0.71
N (-0.65, -0.48, 0.10)  0.11
F (-1.28, -1.73, 0.12)  -0.25
H (2.40, 0.55, 1.51)  0.24
H (1.64, 1.28, 0.13)  0.18
H (0.54, -1.27, 1.53)  0.35
H (-0.93, -0.35, -1.97)  0.28
H (-2.17, 0.49, -0.95)  0.25
H (-0.51, 1.26, -1.10)  0.25

Summary:
* HOMO level: -8.26 eV
* SMILES string: C=CN(C)F
* net charge: 0
* DFT total energy: -7412.4379 eV
* frontier orbital gap: 9.29 eV

=====

# 14
# C3H6FN2S

A gas-phase ion, C3H6FN2S (charge +1) (ωB97M-V/def2-TZVPD, OMol25).

Each line ends with the Mulliken charge.
Positions of all 13 atoms, in Å:
C (0.93, -1.21, -0.59)  0.17
C (2.13, -0.67, -0.27)  -0.10
C (-0.49, 0.44, 0.49)  -0.15
N (-0.27, -0.85, -0.14)  -0.50
N (-1.97, 0.74, 0.21)  -0.29
F (2.39, 0.04, 0.84)  -0.19
S (0.42, 1.93, -0.18)  0.01
H (1.02, -2.05, -1.42)  0.28
H (3.10, -1.04, -0.79)  0.32
H (-0.31, 0.48, 1.55)  0.35
H (-2.56, 0.42, 0.93)  0.34
H (-2.32, 0.10, -0.65)  0.41
H (-2.07, 1.68, 0.00)  0.35

Summary:
* HOMO level (alpha / beta): -14.39 / -13.30 eV
* net charge: +1
* DFT total energy: -19730.2130 eV
* frontier orbital gap (alpha / beta): 8.65 / 6.44 eV

=====

# 15
# C3H6FN3

C3H6FN3 in the gas phase (ωB97M-V/def2-TZVPD, OMol25).

Each line ends with the Mulliken charge.
Positions of all 13 atoms, in Å:
C (0.82, -0.63, 0.03)  0.04
C (-1.46, -0.63, 0.01)  -0.10
C (-2.64, -0.03, 0.02)  -0.18
H (1.95, 1.74, 0.87)  0.28
H (1.46, 1.62, -0.74)  0.30
H (2.85, -0.63, -0.23)  0.26
H (0.84, -1.73, 0.00)  0.27
H (-1.44, -1.73, -0.03)  0.20
H (-3.61, -0.59, -0.02)  0.29
N (2.21, 1.32, -0.05)  -0.63
N (2.05, -0.06, 0.10)  -0.03
N (-0.26, 0.06, 0.03)  -0.46
F (-2.78, 1.30, 0.03)  -0.24

Summary:
* HOMO level: -8.28 eV
* SMILES string: NN/C=N/C=C\F
* net charge: 0
* DFT total energy: -10394.2150 eV
* frontier orbital gap: 9.20 eV

=====

# 16
# C3H6FO2S

A gas-phase ion, C3H6FO2S (charge -1) (ωB97M-V/def2-TZVPD, OMol25).

Each line ends with the Mulliken charge.
Positions of all 13 atoms, in Å:
C (1.87, -0.19, -0.16)  -1.24
C (0.48, 0.58, 0.05)  -0.44
C (-0.65, -0.43, 0.20)  0.04
O (-3.28, -0.56, 0.64)  -0.63
O (-2.39, 1.08, -1.04)  -0.65
F (-0.58, -1.55, -0.70)  -0.36
S (-2.29, 0.52, 0.34)  0.44
H (1.97, -0.67, 0.71)  0.42
H (2.74, 0.63, -0.29)  0.24
H (1.94, -0.81, -0.93)  0.38
H (0.19, 1.15, -0.90)  0.32
H (0.36, 1.27, 0.87)  0.30
H (-0.36, -1.02, 1.21)  0.18

Summary:
* HOMO level: -3.30 eV
* net charge: -1
* DFT total energy: -20855.7244 eV
* frontier orbital gap: 7.15 eV

=====

# 17
# C3H6FOP

C3H6FOP in the gas phase (ωB97M-V/def2-TZVPD, OMol25).

Each line ends with the Mulliken charge.
Positions of all 12 atoms, in Å:
C (0.50, -1.78, 0.95)  -0.70
C (0.29, -0.64, 0.36)  -0.14
C (-0.35, -0.01, -0.84)  0.16
O (-0.97, 2.56, -0.91)  -0.47
F (-1.14, -0.77, -1.63)  -0.28
P (-1.64, 1.38, 0.01)  0.19
H (1.25, -1.95, 1.73)  0.25
H (-0.06, -2.72, 0.69)  0.22
H (0.87, 0.32, 0.74)  0.17
H (0.40, 0.68, -1.36)  0.26
H (-1.64, 3.21, -0.97)  0.31
H (-0.81, 1.76, 0.99)  0.02

Summary:
* HOMO level: -9.05 eV
* SMILES string: C=C[C@@H](F)PO
* net charge: 0
* DFT total energy: -17259.7270 eV
* frontier orbital gap: 9.65 eV